1.
Density functional theory data (ωB97M-V/def2-TZVPD) for C23H29F4N4ORuS as an isolated structure at a distorted geometry.

Structure (XYZ):
```
63
Properties=species:S:1:pos:R:3:forces:R:3
Ru 0.605901 -1.943026 -0.809042 -0.01 0.26 0.13
C -1.664014 -3.818965 -0.955274 -1.07 -0.77 0.36
N -1.343916 -2.750558 0.012104 -0.27 0.00 0.64
C -2.552170 -1.870531 0.171903 0.86 0.30 -0.14
C -0.875155 -3.335127 1.312805 0.04 -0.71 -1.08
C -0.261659 -2.310813 2.222665 0.08 0.66 0.32
N 0.917230 -1.728543 1.495482 -0.55 0.20 1.21
C 1.735256 -0.881414 2.133970 -0.02 -0.12 0.07
C 2.891154 -0.426720 1.445172 0.84 -0.19 -0.09
F 3.093661 -0.966377 0.225398 0.19 0.51 0.18
C 3.875277 0.351967 2.039466 -1.83 -0.43 1.08
F 4.944314 0.652977 1.369026 0.98 0.39 -0.62
C 3.729525 0.771563 3.389349 0.01 -0.82 -0.65
C 2.629014 0.308438 4.109531 0.01 0.15 -0.23
F 2.463704 0.547856 5.399718 0.25 0.37 -0.05
C 1.642355 -0.408029 3.489496 -0.91 -0.65 -0.59
F 0.520326 -0.684578 4.149347 0.25 0.04 0.30
H -2.508571 -4.520485 -0.641760 1.00 0.90 0.01
H -0.784192 -4.439075 -1.144566 -0.02 0.05 0.00
H -2.008919 -3.350091 -1.870746 0.11 0.03 -0.24
H -3.372797 -2.491941 0.488543 -0.52 -0.21 0.08
H -2.753271 -1.413606 -0.800779 -0.10 -0.12 0.19
H -2.430510 -1.042469 0.896293 0.30 -0.58 -0.38
H -0.084389 -4.070326 1.039586 -0.43 0.31 0.22
H -1.682162 -3.911929 1.772542 -0.05 0.19 0.22
H -0.021232 -2.804525 3.204464 0.09 0.59 -0.96
H -0.974358 -1.475942 2.443306 0.51 -0.68 -0.10
H 4.513847 1.328372 3.874083 0.11 0.15 0.04
C 0.799875 -1.748283 -4.249911 -0.22 0.57 0.98
S 1.704043 -2.598897 -2.880789 -0.23 0.85 -0.13
C 1.512835 -4.327505 -3.265796 0.00 -0.07 -1.13
H 1.344118 -1.941772 -5.160931 0.22 0.15 -0.23
H 0.759933 -0.650626 -3.993677 0.20 -1.21 -0.35
H -0.217656 -2.135093 -4.345836 0.16 0.02 0.13
H 0.469382 -4.603375 -3.460375 0.35 0.14 -0.24
H 1.853698 -4.887372 -2.429514 0.36 -0.42 0.82
H 2.212012 -4.532531 -4.097332 -0.70 -0.11 0.21
C -0.177521 4.636475 -0.495463 -1.59 0.07 1.50
N 0.345798 3.271914 -0.508133 0.50 1.03 -0.33
N -0.461159 2.181116 -0.478747 -0.53 -0.27 0.16
C 0.267445 1.094399 -0.827673 0.29 0.12 -0.07
O -0.267999 -0.066287 -0.798386 -0.25 -0.28 -0.02
C 1.573399 1.527765 -1.118438 0.35 0.40 -0.22
C 1.575203 2.906057 -0.902335 -0.68 -0.65 0.31
C 2.696779 3.859000 -0.907063 -0.15 0.37 -0.23
C -1.825806 2.232120 -0.003445 0.24 0.81 -0.71
C -2.073426 2.471197 1.332330 -1.09 -0.51 -0.87
C -3.392356 2.580505 1.732436 -1.10 -0.02 -0.47
C -4.423228 2.534087 0.779036 0.52 -0.58 -0.15
C -4.142472 2.315347 -0.598541 -0.59 0.73 2.02
C -2.836233 2.230662 -0.978854 1.46 -0.70 0.02
H -0.274694 5.041815 0.530705 0.36 -0.40 -0.29
H -1.226753 4.634300 -0.838444 0.64 -0.07 -0.33
H 0.425003 5.330051 -1.045469 0.36 -0.05 -0.57
H 2.421702 0.951382 -1.500208 -0.51 0.16 0.38
H 3.552900 3.253610 -0.720041 1.01 -0.14 -0.14
H 2.625936 4.568126 -0.088750 -0.14 0.12 0.08
H 2.800946 4.419463 -1.840639 0.04 -0.19 0.06
H -1.321143 2.515115 2.054083 1.31 0.04 0.88
H -3.643268 2.657542 2.787192 0.07 0.20 -0.20
H -5.449852 2.588890 1.133635 0.15 0.08 -0.22
H -4.963058 2.287376 -1.278126 -0.28 -0.06 -0.53
H -2.488608 2.087351 -1.998614 -0.40 0.06 -0.02
```
Forces are in eV/Å.

Results
Net charge: +2
Kohn-Sham gap (spin up / spin down), hartree: 0.3538 / 0.2363
Electronic energy, hartree: -2079.9713
Highest occupied orbital energy (spin up / spin down), eV: -14.2 / -14.4
ΔE to the lowest compared entry with this formula, charge and spin, kJ/mol: 0.0
2S+1: 6

***

2.
Density functional theory data (ωB97M-V/def2-TZVPD) for C23H29N12O2RuSi as an isolated structure.

Structure (XYZ):
```
68
Properties=species:S:1:pos:R:3:forces:R:3
Ru 0.207859 -0.512761 -0.045997 -0.66 0.51 0.06
N -1.129503 2.038914 3.215805 0.00 0.00 -0.02
C -0.758214 1.605461 2.016644 0.07 0.03 0.04
N 0.023373 0.578778 1.810453 0.17 0.00 0.01
C 0.490965 -0.138698 2.923216 0.08 -0.12 0.04
N 1.274773 -1.154943 2.761595 -0.17 0.06 -0.03
N 1.544311 -1.296090 1.411704 0.04 -0.50 -0.01
C 2.764416 -1.490180 1.083678 0.00 0.07 -0.05
C 3.079388 -1.114626 -0.285639 -0.02 -0.01 0.07
C 4.313280 -1.345192 -0.874275 0.02 -0.02 -0.02
C 4.571909 -0.816705 -2.124530 -0.01 0.00 -0.01
C 3.581977 -0.064145 -2.738637 0.00 0.00 -0.01
C 2.375477 0.126461 -2.092433 0.01 -0.05 0.01
N 2.108477 -0.377568 -0.882127 0.21 0.10 0.01
C 0.112435 0.295143 4.260476 -0.04 -0.01 0.05
C 0.561224 -0.353843 5.416545 -0.01 0.00 -0.02
C 0.178536 0.107942 6.655541 -0.01 0.01 0.01
C -0.652179 1.227676 6.764839 0.01 -0.01 0.01
C -1.099041 1.885234 5.638958 0.01 0.00 -0.01
C -0.709761 1.410304 4.390362 -0.01 0.00 0.01
H -1.718423 2.856018 3.274381 0.00 0.01 0.01
H -1.140407 2.149673 1.164661 0.00 0.02 -0.02
H 3.533210 -1.714869 1.816233 0.00 0.06 0.02
H 5.053167 -1.930105 -0.345098 0.00 0.00 0.00
H 5.525003 -0.980822 -2.607745 0.00 0.00 0.00
H 3.739012 0.382179 -3.710663 0.00 0.00 0.01
H 1.592700 0.709695 -2.551555 -0.01 0.02 -0.01
H 1.216399 -1.207711 5.316028 0.00 0.00 0.00
H 0.527843 -0.389336 7.549529 0.00 0.00 0.00
H -0.942490 1.587681 7.742401 0.00 0.00 0.00
H -1.735158 2.757808 5.719705 0.00 0.00 0.00
N -0.698835 -3.201843 1.978648 0.09 -0.10 -0.15
N -1.820347 -2.480947 2.374176 0.15 0.17 0.05
C -2.507316 -1.668052 1.542321 -0.07 0.02 0.08
N -3.779942 -1.483235 1.889610 0.07 0.14 -0.08
N -1.899331 -1.075145 0.486163 0.07 -0.01 -0.08
N -2.657055 -0.552756 -0.546746 -0.19 -0.04 -0.12
O -3.852867 -0.462383 -0.433435 0.18 -0.06 0.16
O -1.341691 2.029615 -0.944645 -0.03 0.05 0.09
H -0.932574 -4.188101 1.962287 0.03 -0.02 -0.06
H 0.054763 -3.037160 2.635733 0.04 0.04 0.02
H -2.295856 -2.766887 3.218407 -0.03 0.01 0.02
H -4.196841 -2.060783 2.601691 -0.05 -0.02 -0.06
H -4.361341 -0.913383 1.295249 -0.05 0.02 0.01
N -0.580243 -2.875059 -3.471037 0.02 0.02 0.01
C -0.183243 -3.870318 -2.614009 0.02 -0.01 0.01
C 0.150159 -3.244642 -1.455654 0.08 0.04 -0.06
N -0.042610 -1.886583 -1.603799 0.24 -0.12 0.18
C -0.480051 -1.698554 -2.830948 -0.10 0.03 0.02
H -0.903835 -2.998114 -4.416277 0.00 -0.01 -0.01
H -0.169348 -4.906866 -2.899389 0.00 0.01 0.00
H 0.519100 -3.654073 -0.533870 -0.03 -0.05 0.05
H -0.754722 -0.753638 -3.267399 0.00 0.00 0.01
C -1.957362 3.833653 -3.832303 -0.01 0.01 0.02
Si -0.407688 2.826811 -3.720181 -0.06 -0.02 0.00
C -0.279284 1.530547 -5.053325 0.02 -0.01 -0.03
C 1.140713 3.839190 -3.559189 0.02 0.01 0.00
C -0.572520 1.839576 -2.100090 0.05 -0.01 0.03
C -0.460920 0.902114 -1.128703 -0.12 -0.26 -0.28
H -2.030103 4.298227 -4.817824 0.01 0.01 0.01
H -1.967105 4.632122 -3.088733 -0.01 -0.01 0.00
H -2.847812 3.220046 -3.686503 0.00 0.00 -0.01
H -0.199231 2.018893 -6.027450 0.01 0.00 0.01
H -1.169974 0.899332 -5.084678 0.00 0.01 0.00
H 0.602718 0.894678 -4.942843 -0.01 -0.01 0.02
H 1.254179 4.486123 -4.432018 0.00 -0.01 0.00
H 2.034831 3.216446 -3.490646 0.00 0.01 0.00
H 1.103047 4.479790 -2.676644 0.00 0.01 -0.01
```
Forces are in eV/Å.

Results
Net charge: +2
Kohn-Sham gap (spin up / spin down), hartree: 0.2715 / 0.2720
Electronic energy, hartree: -2085.2113
Highest occupied orbital energy (spin up / spin down), eV: -13.0 / -13.3
ΔE to the lowest compared entry with this formula, charge and spin, kJ/mol: 48.7
2S+1: 2

***

3.
Density functional theory data (ωB97M-V/def2-TZVPD) for one molecule with the formula C23H29N3O2.

Structure (XYZ):
```
57
Properties=species:S:1:pos:R:3:forces:R:3
C -2.579783 5.496653 5.031019 0.03 -0.21 0.12
C -1.556504 4.398449 5.302282 0.09 0.24 -0.05
C -0.296380 4.513344 4.432315 -0.04 -0.34 0.06
C -0.291440 3.598092 3.206445 -0.01 0.27 0.08
C -1.389257 3.928090 2.190172 0.26 -0.07 -0.08
C -1.205160 3.086630 0.936793 -0.30 0.26 0.47
O -0.701598 3.518322 -0.075714 0.18 0.07 -0.27
N -1.641162 1.806159 1.101914 -0.21 -0.21 0.33
C -1.594310 0.733587 0.202525 0.09 -0.20 -0.36
C -2.041145 -0.510305 0.640224 0.11 0.13 -0.04
C -2.007134 -1.606414 -0.193161 0.08 -0.01 0.00
C -1.512980 -1.512593 -1.498095 -0.10 0.28 0.11
C -1.083099 -0.257061 -1.930435 -0.05 -0.32 -0.01
C -1.125274 0.846951 -1.100665 -0.08 0.25 0.14
H -0.775941 1.800293 -1.460376 0.02 0.03 -0.01
H -0.672536 -0.117399 -2.916896 0.06 -0.03 -0.11
N -1.531773 -2.653843 -2.312108 -0.29 -0.21 -0.17
C -0.970743 -3.863992 -1.749004 0.15 -0.02 0.08
H -1.207785 -4.683706 -2.432393 -0.02 0.01 0.07
C 0.561758 -3.706586 -1.595135 -0.07 -0.20 0.28
N 1.037697 -2.742873 -2.561148 -0.07 -0.16 -0.15
C 1.813752 -1.666096 -2.272573 0.08 -0.13 0.02
O 2.067569 -0.813657 -3.102545 0.03 0.35 -0.05
C 2.366904 -1.595111 -0.885155 0.24 0.18 0.15
C 2.042146 -0.502896 -0.089386 -0.02 -0.08 -0.13
C 2.578813 -0.388330 1.180469 -0.01 0.03 0.05
C 3.459038 -1.347200 1.653440 0.02 0.00 0.07
C 3.805361 -2.423009 0.852530 0.06 -0.07 0.03
C 3.259757 -2.550772 -0.412479 -0.10 0.08 -0.08
H 3.534651 -3.385832 -1.041065 0.01 -0.10 -0.05
H 4.502949 -3.164447 1.213895 0.06 -0.05 0.02
H 3.882894 -1.253160 2.642558 0.03 0.01 0.07
H 2.315203 0.457914 1.797651 -0.02 0.08 0.05
H 1.366623 0.247501 -0.470451 -0.04 0.07 -0.03
C 0.394214 -2.821657 -3.855719 0.10 0.13 -0.23
C -1.125945 -2.556383 -3.699700 -0.02 -0.01 -0.07
H -1.689808 -3.314131 -4.255988 0.07 0.11 -0.02
H -1.407065 -1.582898 -4.094515 0.01 -0.05 -0.02
H 0.864959 -2.076744 -4.498054 -0.06 -0.18 0.01
H 0.572453 -3.818395 -4.272292 -0.01 0.05 -0.02
H 0.798871 -3.347054 -0.592669 -0.05 -0.11 -0.13
H 1.060208 -4.672818 -1.748871 -0.03 0.03 0.11
H -1.417853 -4.092972 -0.783658 0.02 -0.09 -0.07
H -2.385116 -2.546710 0.177114 -0.05 -0.08 0.01
H -2.424734 -0.620173 1.645928 -0.04 -0.02 0.10
H -2.036127 1.571921 2.002137 0.08 0.17 -0.13
H -1.311576 4.976901 1.902182 -0.08 -0.05 -0.05
H -2.375820 3.746177 2.618776 -0.07 0.05 0.02
H 0.675914 3.692662 2.707137 0.01 -0.09 -0.03
H -0.392086 2.559635 3.535304 0.06 -0.03 0.00
H 0.578224 4.255743 5.033727 0.04 0.08 -0.02
H -0.173931 5.548100 4.108032 0.08 0.09 0.00
H -2.018771 3.420396 5.150131 0.00 -0.10 0.05
H -1.270817 4.456084 6.354818 -0.04 -0.09 0.00
H -2.902413 5.494416 3.993764 -0.07 0.06 -0.12
H -3.455664 5.361017 5.662361 -0.12 0.07 0.01
H -2.151246 6.472043 5.250685 0.01 0.12 -0.01
```
Forces are in eV/Å.

Results
Net charge: 0
Kohn-Sham gap, hartree: 0.2987
Electronic energy, hartree: -1208.6122
SMILES: CCCCCC(=O)Nc1ccc(N2CCN(C(=O)c3ccccc3)CC2)cc1
Highest occupied orbital energy, eV: -7.5
ΔE to the lowest compared entry with this formula, charge and spin, kJ/mol: 129.4

***

4.
Density functional theory data (ωB97M-V/def2-TZVPD) for one molecule with the formula C23H29N3O5.

Structure (XYZ):
```
60
Properties=species:S:1:pos:R:3:forces:R:3
C -2.942713 -0.384438 4.455964 -0.04 0.41 -0.18
H -3.448569 -1.307365 4.187274 -0.06 -0.13 0.01
H -1.868311 -0.550996 4.427342 0.10 -0.05 0.00
H -3.230417 -0.118189 5.469930 -0.01 -0.04 0.11
C -3.330309 0.711536 3.466423 -0.04 -0.35 -0.02
H -4.404687 0.929478 3.548886 0.09 0.02 -0.07
O -2.588400 1.905807 3.613607 0.16 0.10 -0.05
C -2.903211 2.662401 4.762918 -0.20 0.37 0.12
C -2.228561 4.044298 4.675760 0.30 -0.53 -0.29
O -2.760774 4.905481 5.649936 -0.11 0.06 0.39
H -2.455932 4.623264 6.520567 -0.01 0.04 -0.02
C -0.699443 3.934141 4.801862 -0.19 0.37 0.01
N -0.125483 3.233730 3.684239 -0.28 -0.23 0.00
C 0.779116 3.806417 2.852790 -0.01 -0.20 0.16
O 1.329719 4.861719 3.103803 0.18 0.21 -0.05
C 1.083997 3.012163 1.628804 -0.01 -0.01 -0.28
C 2.363562 3.098072 1.081943 -0.14 -0.02 0.06
C 2.687612 2.405323 -0.061166 -0.07 -0.14 -0.13
C 1.731237 1.617942 -0.708833 0.04 0.16 0.22
C 0.446683 1.546102 -0.178147 0.00 -0.24 -0.35
C 0.131732 2.236862 0.979635 0.23 0.17 0.19
H -0.880922 2.183404 1.353729 -0.11 0.00 0.05
H -0.325402 0.964229 -0.657596 -0.03 -0.06 -0.07
O 2.162155 0.995381 -1.837921 0.12 0.13 0.07
C 1.271841 0.219709 -2.618037 -0.03 -0.42 -0.24
C 1.878993 0.104375 -4.017202 -0.29 0.09 0.26
C 0.992757 -0.772847 -4.898364 0.26 0.17 -0.28
N 0.791498 -2.074755 -4.296011 -0.12 0.14 -0.06
C 1.346339 -3.167158 -4.875502 -0.16 -0.06 -0.03
O 1.992488 -3.107885 -5.904848 0.25 -0.10 -0.12
C 1.081645 -4.484114 -4.217886 0.02 -0.45 -0.02
C 2.139089 -5.288134 -3.805947 -0.18 0.09 -0.03
C 1.863831 -6.538613 -3.278439 -0.04 0.10 -0.02
C 0.538898 -6.940173 -3.194262 0.27 -0.14 0.08
N -0.471739 -6.194219 -3.607942 -0.51 -0.22 0.02
C -0.207696 -5.004551 -4.112254 0.31 0.35 -0.09
H -1.064302 -4.438006 -4.455420 -0.03 0.15 -0.04
H 0.268470 -7.904207 -2.784346 0.08 -0.10 0.05
H 2.658380 -7.187497 -2.944831 0.05 -0.07 0.04
H 3.154167 -4.931514 -3.902237 0.09 0.02 -0.04
C 0.211683 -2.027166 -2.975924 0.03 -0.05 0.48
H 0.105340 -3.036617 -2.578240 -0.06 0.19 -0.04
C 1.086338 -1.188648 -2.039857 -0.18 0.29 -0.06
H 0.631594 -1.143978 -1.049483 0.01 -0.01 0.03
H 2.069775 -1.652363 -1.939818 0.03 -0.01 0.02
H -0.785558 -1.574335 -3.047435 0.00 -0.09 0.03
H 1.457324 -0.931616 -5.872781 -0.15 0.08 0.12
H 0.014798 -0.297491 -5.037220 0.03 -0.02 -0.03
H 1.982004 1.095634 -4.458113 0.02 0.03 -0.01
H 2.873336 -0.335750 -3.932817 0.05 -0.02 -0.01
H 0.297254 0.725213 -2.692633 0.09 -0.02 0.02
H 3.676095 2.460141 -0.488750 0.12 0.01 -0.04
H 3.093651 3.721303 1.575023 0.07 0.07 0.03
H -0.609471 2.394464 3.403060 0.16 0.04 -0.08
H -0.257374 4.934710 4.822230 -0.09 -0.16 0.08
H -0.449670 3.416764 5.739358 -0.05 0.11 0.00
H -2.481249 4.495362 3.710864 0.07 -0.09 0.05
H -2.564372 2.147785 5.675564 -0.04 0.06 -0.02
H -3.991141 2.808902 4.832563 0.10 -0.02 0.01
H -3.117695 0.380513 2.446188 -0.12 0.00 0.08
```
Forces are in eV/Å.

Results
Net charge: 0
Kohn-Sham gap, hartree: 0.3328
Electronic energy, hartree: -1434.3252
SMILES: CCOC[C@@H](O)CNC(=O)c1ccc(OC2CCN(C(=O)c3cccnc3)CC2)cc1
Highest occupied orbital energy, eV: -8.7
ΔE to the lowest compared entry with this formula, charge and spin, kJ/mol: 93.2